A cluster of 2 separate species, C2H3BrCl2 in total. Source: the Open Molecules 2025 dataset; level of theory: ωB97M-V with the def2-TZVPD basis set.

XYZ file:
```
8
Properties=species:S:1:pos:R:3
H 0.264 -0.107 0.433
Br -3.031 -0.656 0.448
H 1.009 0.177 -1.224
Cl -0.860 2.152 1.145
Cl -0.859 2.653 -1.684
C -0.421 1.606 -0.406
H -2.534 -1.607 -0.434
C 0.251 0.475 -0.460
```

Its SMILES is C=C(Cl)Cl.Br. The value obtained for the LUMO energy is 0.021 Eh. The highest occupied orbital energy comes out at -9.575 eV. For the gap between HOMO and LUMO, the calculation gives 10.16 eV. The calculation puts the largest force on an atom at 0.03949 Eh/bohr.